The following is a quantum chemistry calculation of a molecular structure, C2H9OS in a non-equilibrium geometry, from the OMol25 dataset.

The calculation puts the total energy at -15097.6077 eV. The spin multiplicity is 2. The molar mass is 81.16 g/mol. The lowest unoccupied orbital energy (spin up / spin down) is 0.61 / -0.34 eV. The energy relative to the best compared isomer or geometry (same formula, charge and spin) is 58.5 kcal/mol. As for the total charge: 0. The value obtained for the strongest force on any atom is 5.691 eV/Å.

Each line ends with the Mulliken spin population.
Cartesian coordinates (Å):
O: 4.52 -0.93 4.14  0.00
H: 4.50 -1.38 3.19  -0.01
H: -19.63 10.73 -7.46  0.00
H: 5.57 -0.67 4.04  0.00
C: 2.38 -2.57 0.22  -0.03
C: 3.64 -2.20 0.94  0.73
S: 4.37 -0.69 0.76  0.09
H: 1.82 -3.35 0.80  0.00
H: 1.16 -2.13 -0.14  0.07
H: 2.45 -2.82 -0.89  0.08
H: -20.29 10.34 -7.46  0.00
H: 3.97 -3.06 1.51  0.02
H: 5.54 -1.30 0.36  0.05


The following is a quantum chemistry calculation of 2 unconnected molecules or ions with the total composition C2H9OS in a non-equilibrium geometry, from the OMol25 dataset.

The calculation puts the total energy at -15078.1577 eV. The spin multiplicity is 2. The molar mass is 81.16 g/mol. The lowest unoccupied orbital energy (spin up / spin down) is -9.91 / -16.44 eV. The energy relative to the best compared isomer or geometry (same formula, charge and spin) is 28.1 kcal/mol. As for the total charge: +2. The value obtained for the strongest force on any atom is 2.384 eV/Å.

Each line ends with the Mulliken spin population.
Cartesian coordinates (Å):
O: 2.13 -0.92 0.27  0.51
H: 2.92 -1.25 0.68  -0.01
H: 2.41 -0.55 -0.56  -0.01
H: -0.14 -1.13 -1.35  0.02
C: -0.62 1.20 -1.08  0.01
S: -1.16 -0.50 -0.58  0.32
C: -1.01 -0.27 1.23  0.05
H: -1.29 1.48 -1.92  0.02
H: -0.74 1.78 -0.18  0.00
H: 0.39 1.00 -1.42  0.03
H: -0.08 -0.67 1.67  0.05
H: -1.65 -0.96 1.79  0.02
H: -1.16 0.78 1.46  0.00